[1]
Below is a single C18H19ClN4O2 molecule, with properties calculated with ωB97M-V/def2-TZVPD.

Last columns: bonded neighbours and bond lengths (Å).
Cartesian coordinates (Å):
1 O 1.8389 -1.3640 -3.2601  C5 1.216
2 Cl -1.7511 -5.3711 2.7347  C12 1.772
3 N -2.7005 2.2082 3.1410  C6 1.364, C7 1.321
4 O 0.5263 -0.7135 -0.1329  C13 1.372, C20 1.470
5 C 1.8258 -0.6287 -2.2914  O1 1.216, N19 1.409, C20 1.560
6 C -2.3036 2.0297 1.8487  N3 1.364, C8 1.401, H26 1.090
7 C -2.4269 1.1984 3.9476  N3 1.321, C9 1.389, N17 1.363
8 C -1.7301 0.8623 1.3278  C6 1.401, C14 1.402, H27 1.073
9 C -1.8591 0.0007 3.5309  C7 1.389, C14 1.390, H28 1.086
10 C -1.6088 -2.6526 2.2507  C12 1.408, C15 1.390, H29 1.071
11 C -0.3149 -4.0664 0.7830  C12 1.393, C16 1.399, H30 1.074
12 C -1.2221 -3.9402 1.8328  Cl2 1.772, C10 1.408, C11 1.393
13 C -0.1695 -1.6342 0.6086  O4 1.372, C15 1.409, C16 1.382
14 C -1.5362 -0.2204 2.1969  C8 1.402, C9 1.390, C15 1.458
15 C -1.0738 -1.5033 1.6816  C10 1.390, C13 1.409, C14 1.458
16 C 0.1742 -2.9026 0.1799  C11 1.399, C13 1.382, C21 1.519
17 N -2.7954 1.3725 5.2481  C7 1.363, H31 1.015, H32 0.999
18 N 0.8934 3.1854 -2.9411  C22 1.509, C23 1.487, H33 1.033
19 N 2.1217 0.7377 -2.4629  C5 1.409, C24 1.470, C25 1.477
20 C 1.6079 -1.3296 -0.9151  O4 1.470, C5 1.560, C21 1.543, H34 1.100
21 C 1.2213 -2.8233 -0.9181  C16 1.519, C20 1.543, H35 1.097, H36 1.115
22 C 1.1099 2.2773 -4.1268  N18 1.509, C24 1.535, H37 1.111, H38 1.103
23 C 0.7827 2.5401 -1.6060  N18 1.487, C25 1.505, H39 1.111, H40 1.070
24 C 2.2694 1.3247 -3.8025  N19 1.470, C22 1.535, H41 1.085, H42 1.067
25 C 2.0032 1.6984 -1.3479  N19 1.477, C23 1.505, H43 1.111, H44 1.101
26 H -2.5334 2.8558 1.1753  C6 1.090
27 H -1.5226 0.7506 0.2813  C8 1.073
28 H -1.6961 -0.7773 4.2710  C9 1.086
29 H -2.2919 -2.5297 3.0659  C10 1.071
30 H 0.0542 -5.0147 0.4396  C11 1.074
31 H -3.3689 2.2037 5.3539  N17 1.015
32 H -3.0227 0.5572 5.7780  N17 0.999
33 H 1.6194 3.9191 -2.9094  N18 1.033
34 H 2.5381 -1.2475 -0.3330  C20 1.100
35 H 2.0728 -3.5008 -0.7812  C21 1.097
36 H 0.7410 -3.1386 -1.8733  C21 1.115
37 H 0.2008 1.6648 -4.3072  C22 1.111
38 H 1.3316 2.8594 -5.0369  C22 1.103
39 H -0.1046 1.8723 -1.6267  C23 1.111
40 H 0.7009 3.3232 -0.8812  C23 1.070
41 H 2.3146 0.5891 -4.5989  C24 1.085
42 H 3.2327 1.7809 -3.8564  C24 1.067
43 H 2.9259 2.3171 -1.3140  C25 1.111
44 H 1.9254 1.2299 -0.3543  C25 1.101

## Properties
- LUMO (eV) = 0.34
- ΔE to the lowest compared entry with this formula, charge and spin (kcal/mol) = 0.00
- E (a.u.) = -1527.016643
- SMILES = Nc1cc(-c2cc(Cl)cc3c2O[C@H](C(=O)N2CCNCC2)C3)ccn1
- HOMO level (eV) = -8.431
- HOMO-LUMO gap (eV) = 8.77

Per-atom Mulliken charges, elementary charge units: number 1, O, carries -0.67; number 2, Cl, carries -0.24; number 3, N, carries -0.67; number 4, O, carries -0.34; number 5, C, carries 0.42; number 6, C, carries -0.49; number 7, C, carries 0.36; number 8, C, carries -0.73; number 9, C, carries -0.47; number 10, C, carries -1.06; number 11, C, carries -0.86; number 12, C, carries -0.02; number 13, C, carries -0.57; number 14, C, carries 0.65; number 15, C, carries 0.68; number 16, C, carries 1.34; number 17, N, carries -0.48; number 18, N, carries -0.40; number 19, N, carries 0.11; number 20, C, carries 0.14; number 21, C, carries -1.05; number 22, C, carries -0.63; number 23, C, carries -0.53; number 24, C, carries -0.83; number 25, C, carries -0.67; number 26, H, carries 0.39; number 27, H, carries 0.46; number 28, H, carries 0.46; number 29, H, carries 0.64; number 30, H, carries 0.50; number 31, H, carries 0.28; number 32, H, carries 0.22; number 33, H, carries 0.29; number 34, H, carries 0.32; number 35, H, carries 0.45; number 36, H, carries 0.32; number 37, H, carries 0.26; number 38, H, carries 0.39; number 39, H, carries 0.24; number 40, H, carries 0.34; number 41, H, carries 0.37; number 42, H, carries 0.39; number 43, H, carries 0.36; number 44, H, carries 0.32

***

[2]
Below is a gas-phase ion, C10H16NO3 (charge +1), with properties calculated with ωB97M-V/def2-TZVPD.

Last columns: bonded neighbours and bond lengths (Å).
Cartesian coordinates (Å):
1 C 1.8514 3.1894 -1.6321  C2 1.420, C3 1.382, H15 1.052
2 C 2.5686 2.0293 -1.2384  C1 1.420, C4 1.404, H16 1.034
3 C 0.5013 2.8941 -1.6531  C1 1.382, O12 1.313, H17 1.179
4 C 1.5622 1.0583 -1.1155  C2 1.404, C7 1.457, O12 1.339
5 C 0.7718 -0.5038 1.2505  N11 1.447, H18 1.145, H19 1.122
6 C -0.6126 -0.9534 -0.7086  N11 1.516, O13 1.381, H20 1.146, H21 1.153
7 C 1.5913 -0.3789 -0.8810  C4 1.457, O13 1.291, H22 1.159
8 C -1.7657 0.9669 0.9435  C9 1.620, H23 1.052, H24 1.030, H25 1.113
9 C -1.6482 -0.6033 1.3244  C8 1.620, N11 1.451, H26 1.058, H27 1.086
10 C -0.2510 -2.6592 0.9301  N11 1.512, O14 1.407, H28 1.117, H29 1.130
11 N -0.4265 -1.1654 0.7805  C5 1.447, C6 1.516, C9 1.451, C10 1.512
12 O 0.3786 1.6078 -1.4173  C3 1.313, C4 1.339
13 O 0.6302 -1.1442 -1.2792  C6 1.381, C7 1.291
14 O -1.2117 -3.3688 0.1866  C10 1.407, H30 0.930
15 H 2.1892 4.1509 -1.8935  C1 1.052
16 H 3.5810 1.8407 -1.1478  C2 1.034
17 H -0.4712 3.4357 -2.0417  C3 1.179
18 H 1.2720 -1.1423 2.0594  C5 1.145
19 H 0.4294 0.5485 1.4361  C5 1.122
20 H -1.2157 -1.8347 -1.1235  C6 1.146
21 H -0.9236 0.1174 -1.0032  C6 1.153
22 H 2.6546 -0.8301 -0.9730  C7 1.159
23 H -1.3513 1.2342 0.0147  C8 1.052
24 H -2.7456 1.2014 1.1565  C8 1.030
25 H -1.3328 1.5827 1.7630  C8 1.113
26 H -2.4692 -1.0125 0.7974  C9 1.058
27 H -1.7335 -0.7515 2.3968  C9 1.086
28 H 0.7087 -3.1063 0.5729  C10 1.117
29 H -0.4459 -2.9873 1.9939  C10 1.130
30 H -2.0857 -3.4157 0.5016  O14 0.930

## Properties
- LUMO (eV) = -3.40
- ΔE to the lowest compared entry with this formula, charge and spin (kcal/mol) = 72.69
- E (a.u.) = -670.676234
- charge = +1
- HOMO level (eV) = -11.726
- HOMO-LUMO gap (eV) = 8.32

Per-atom Mulliken charges, elementary charge units: number 1, C, carries -0.58; number 2, C, carries -0.92; number 3, C, carries -0.18; number 4, C, carries 0.53; number 5, C, carries -0.67; number 6, C, carries -0.80; number 7, C, carries 0.17; number 8, C, carries -1.23; number 9, C, carries -0.43; number 10, C, carries -0.40; number 11, N, carries 0.47; number 12, O, carries -0.22; number 13, O, carries -0.36; number 14, O, carries -0.54; number 15, H, carries 0.48; number 16, H, carries 0.54; number 17, H, carries 0.34; number 18, H, carries 0.27; number 19, H, carries 0.23; number 20, H, carries 0.41; number 21, H, carries 0.51; number 22, H, carries 0.30; number 23, H, carries 0.26; number 24, H, carries 0.47; number 25, H, carries 0.41; number 26, H, carries 0.41; number 27, H, carries 0.45; number 28, H, carries 0.37; number 29, H, carries 0.39; number 30, H, carries 0.32

***

[3]
Below is a single C3H6INO molecule, with properties calculated with ωB97M-V/def2-TZVPD.

Last columns: bonded neighbours and bond lengths (Å).
Cartesian coordinates (Å):
1 C -0.5322 -0.7144 -0.8589  C3 1.610, N4 1.244, I6 2.179
2 C 0.2316 0.2850 1.4157  C3 1.588, H7 1.038, H8 1.180, H9 1.036
3 C -0.1556 0.6443 -0.0818  C1 1.610, C2 1.588, O5 1.352, H10 1.177
4 N 0.3677 -1.1993 -1.5677  C1 1.244, H11 0.924
5 O 0.8741 1.3021 -0.6596  C3 1.352, H12 0.970
6 I -2.6444 -1.2481 -0.8222  C1 2.179
7 H -0.2688 -0.5682 1.7308  C2 1.038
8 H 1.3987 0.1146 1.3997  C2 1.180
9 H -0.0815 1.0532 2.0363  C2 1.036
10 H -1.0852 1.3668 -0.0867  C3 1.177
11 H 0.1541 -1.9569 -2.0520  N4 0.924
12 H 1.7415 0.9210 -0.4536  O5 0.970

## Properties
- LUMO (eV) = 0.33
- ΔE to the lowest compared entry with this formula, charge and spin (kcal/mol) = 21.39
- E (a.u.) = -545.547674
- SMILES = [H]/N=C(\I)[C@@H](C)O
- HOMO level (eV) = -9.816
- HOMO-LUMO gap (eV) = 10.15

Per-atom Mulliken charges, elementary charge units: number 1, C, carries 0.02; number 2, C, carries -1.09; number 3, C, carries 0.26; number 4, N, carries -0.50; number 5, O, carries -0.52; number 6, I, carries 0.02; number 7, H, carries 0.32; number 8, H, carries 0.31; number 9, H, carries 0.31; number 10, H, carries 0.30; number 11, H, carries 0.27; number 12, H, carries 0.32

***

[4]
Below is 7 unconnected molecules or ions with the total composition C25H31F6NO21P2S, with properties calculated with ωB97M-V/def2-TZVPD.

Last columns: bonded neighbours and bond lengths (Å).
Cartesian coordinates (Å):
1 C 2.2818 2.4876 0.4145  C2 1.423, H15 1.149, H16 1.145
2 C 1.6825 1.2003 0.3263  C1 1.423, C3 1.600, H17 1.150
3 C 0.2722 0.8269 0.9839  C2 1.600, C4 1.623, C12 1.605, H18 1.151
4 C -0.1891 1.7548 2.2328  C3 1.623, O5 1.240, O6 1.427
5 O 0.5052 2.4377 3.0008  C4 1.240
6 O -1.6027 1.5622 2.2562  C4 1.427, C7 1.442
7 C -2.1326 1.0625 1.0119  O6 1.442, C8 1.602, P10 1.899, C12 1.610
8 C -3.1751 2.1650 0.4993  C7 1.602, N9 1.487, H19 1.155, H20 1.154
9 N -2.5994 3.5213 0.3018  C8 1.487, H21 1.032, H22 1.026
10 P -3.1684 -0.4907 1.3617  C7 1.899, S11 1.973, H23 1.447, H24 1.448
11 S -2.0217 -1.7558 2.3501  P10 1.973
12 C -0.9797 0.5159 0.0297  C3 1.605, C7 1.610, P13 1.887, H25 1.140
13 P -1.1047 1.3562 -1.6554  C12 1.887, O14 1.542, H26 1.446, H27 1.444
14 O -0.1775 0.7757 -2.7425  P13 1.542
15 H 1.8115 3.3323 1.0348  C1 1.149
16 H 3.2298 2.6881 -0.1948  C1 1.145
17 H 2.2679 0.3710 -0.2150  C2 1.150
18 H 0.5243 -0.1485 1.5402  C3 1.151
19 H -3.6982 1.8403 -0.4774  C8 1.155
20 H -4.0106 2.2114 1.2937  C8 1.154
21 H -3.3289 4.2441 0.2028  N9 1.032
22 H -1.9034 3.7650 1.0155  N9 1.026
23 H -4.3247 -0.0850 2.1319  P10 1.447
24 H -3.6016 -1.1511 0.1479  P10 1.448
25 H -0.8770 -0.6056 -0.1465  C12 1.140
26 H -0.8591 2.7684 -1.4642  P13 1.446
27 H -2.4635 1.1671 -2.1057  P13 1.444
28 C 0.1870 1.7834 -5.6194  C29 1.493, O33 1.422, H35 1.093, H36 1.090
29 C -0.0255 1.4035 -7.0480  C28 1.493, O30 1.413, F34 1.355, H37 1.094
30 O -0.0433 2.6477 -7.7178  C29 1.413, C31 1.364
31 C 0.7488 3.4702 -6.9722  O30 1.364, O32 1.196, O33 1.364
32 O 1.1874 4.5130 -7.3600  C31 1.196
33 O 0.9863 2.9539 -5.7327  C28 1.422, C31 1.364
34 F -1.2304 0.8067 -7.2192  C29 1.355
35 H -0.7453 2.0292 -5.1050  C28 1.093
36 H 0.7035 1.0078 -5.0546  C28 1.090
37 H 0.7637 0.7722 -7.4663  C29 1.094
38 C -4.0173 0.3392 6.2237  C39 1.495, O43 1.421, H45 1.093, H46 1.091
39 C -4.9858 1.4215 6.5802  C38 1.495, O40 1.414, F44 1.354, H47 1.094
40 O -4.9540 2.2673 5.4474  C39 1.414, C41 1.360
41 C -4.6496 1.4564 4.3988  O40 1.360, O42 1.199, O43 1.360
42 O -4.7966 1.7590 3.2481  C41 1.199
43 O -4.1639 0.2557 4.8127  C38 1.421, C41 1.360
44 F -4.5576 2.1237 7.6553  C39 1.354
45 H -2.9838 0.6010 6.4665  C38 1.093
46 H -4.2595 -0.6111 6.7010  C38 1.091
47 H -6.0085 1.0726 6.7497  C39 1.094
48 C -1.1466 7.2807 -2.0324  C49 1.495, O53 1.422, H55 1.094, H56 1.091
49 C -1.8310 8.4505 -1.4002  C48 1.495, O50 1.414, F54 1.354, H57 1.094
50 O -3.1717 8.0166 -1.2874  C49 1.414, C51 1.361
51 C -3.1060 6.6633 -1.1577  O50 1.361, O52 1.198, O53 1.362
52 O -4.0114 5.9802 -0.7732  C51 1.198
53 O -1.8823 6.1816 -1.5117  C48 1.422, C51 1.362
54 F -1.7947 9.5330 -2.2121  C49 1.354
55 H -1.2243 7.2858 -3.1232  C48 1.094
56 H -0.0934 7.2147 -1.7563  C48 1.091
57 H -1.4465 8.7166 -0.4113  C49 1.094
58 C 2.4918 -4.5022 3.5798  C59 1.495, O63 1.421, H65 1.093, H66 1.090
59 C 1.6569 -3.4088 2.9940  C58 1.495, O60 1.413, F64 1.356, H67 1.094
60 O 0.3360 -3.8216 3.2800  C59 1.413, C61 1.363
61 C 0.4256 -4.5550 4.4258  O60 1.363, O62 1.195, O63 1.363
62 O -0.5086 -4.8414 5.1146  C61 1.195
63 O 1.7122 -4.9156 4.6940  C58 1.421, C61 1.363
64 F 1.8080 -3.3487 1.6474  C59 1.356
65 H 2.6231 -5.3448 2.8957  C58 1.093
66 H 3.4743 -4.1522 3.8966  C58 1.090
67 H 1.8362 -2.4220 3.4311  C59 1.094
68 C 1.6801 -2.1795 -4.1613  C69 1.496, O73 1.422, H75 1.094, H76 1.091
69 C 1.4602 -2.6942 -5.5491  C68 1.496, O70 1.413, F74 1.356, H77 1.094
70 O 2.7728 -2.8562 -6.0457  C69 1.413, C71 1.364
71 C 3.5446 -3.1217 -4.9534  O70 1.364, O72 1.195, O73 1.363
72 O 4.6481 -3.5764 -5.0058  C71 1.195
73 O 2.8990 -2.8118 -3.7937  C68 1.422, C71 1.363
74 F 0.8195 -1.7758 -6.3132  C69 1.356
75 H 1.8094 -1.0940 -4.1293  C68 1.094
76 H 0.8734 -2.4560 -3.4812  C68 1.091
77 H 0.9293 -3.6494 -5.5956  C69 1.094
78 C 5.2029 -7.8216 1.3275  C79 1.496, O83 1.421, H85 1.093, H86 1.091
79 C 5.7399 -8.6622 2.4422  C78 1.496, O80 1.414, F84 1.354, H87 1.094
80 O 6.2283 -7.7054 3.3611  C79 1.414, C81 1.362
81 C 5.4547 -6.5996 3.1804  O80 1.362, O82 1.196, O83 1.363
82 O 5.3923 -5.6894 3.9533  C81 1.196
83 O 4.7532 -6.6605 2.0131  C78 1.421, C81 1.363
84 F 6.7767 -9.4242 2.0211  C79 1.354
85 H 5.9722 -7.5406 0.6031  C78 1.093
86 H 4.3825 -8.3071 0.7973  C78 1.091
87 H 4.9918 -9.2927 2.9313  C79 1.094

## Properties
- LUMO (eV) = 0.14
- E (a.u.) = -4286.107942
- SMILES = C=C[C@H]1C(=O)O[C@](CN)([PH2]=S)[C@H]1[PH2]=O.O=C1OC[C@@H](F)O1.O=C1OC[C@@H](F)O1.O=C1OC[C@@H](F)O1.O=C1OC[C@@H](F)O1.O=C1OC[C@@H](F)O1.O=C1OC[C@@H](F)O1
- HOMO level (eV) = -8.792
- HOMO-LUMO gap (eV) = 8.93

Per-atom Mulliken charges, elementary charge units: number 1, C, carries -0.74; number 2, C, carries -0.29; number 3, C, carries 0.86; number 4, C, carries 0.31; number 5, O, carries -0.61; number 6, O, carries -0.11; number 7, C, carries 0.33; number 8, C, carries -1.03; number 9, N, carries -0.20; number 10, P, carries 0.16; number 11, S, carries -0.32; number 12, C, carries -0.41; number 13, P, carries 0.47; number 14, O, carries -0.55; number 15, H, carries 0.18; number 16, H, carries 0.26; number 17, H, carries 0.28; number 18, H, carries -0.32; number 19, H, carries 0.29; number 20, H, carries 0.41; number 21, H, carries 0.27; number 22, H, carries 0.12; number 23, H, carries 0.09; number 24, H, carries 0.14; number 25, H, carries 0.59; number 26, H, carries 0.04; number 27, H, carries 0.05; number 28, C, carries 0.04; number 29, C, carries 0.50; number 30, O, carries -0.35; number 31, C, carries 0.60; number 32, O, carries -0.53; number 33, O, carries -0.31; number 34, F, carries -0.29; number 35, H, carries 0.09; number 36, H, carries -0.08; number 37, H, carries 0.29; number 38, C, carries -0.45; number 39, C, carries 0.30; number 40, O, carries -0.32; number 41, C, carries 0.57; number 42, O, carries -0.54; number 43, O, carries -0.23; number 44, F, carries -0.29; number 45, H, carries 0.29; number 46, H, carries 0.25; number 47, H, carries 0.29; number 48, C, carries -0.44; number 49, C, carries 0.32; number 50, O, carries -0.32; number 51, C, carries 0.60; number 52, O, carries -0.56; number 53, O, carries -0.21; number 54, F, carries -0.29; number 55, H, carries 0.30; number 56, H, carries 0.26; number 57, H, carries 0.28; number 58, C, carries -0.32; number 59, C, carries 0.40; number 60, O, carries -0.22; number 61, C, carries 0.56; number 62, O, carries -0.53; number 63, O, carries -0.32; number 64, F, carries -0.29; number 65, H, carries 0.11; number 66, H, carries 0.31; number 67, H, carries 0.25; number 68, C, carries -0.11; number 69, C, carries 0.35; number 70, O, carries -0.30; number 71, C, carries 0.57; number 72, O, carries -0.52; number 73, O, carries -0.30; number 74, F, carries -0.21; number 75, H, carries 0.04; number 76, H, carries 0.24; number 77, H, carries 0.22; number 78, C, carries -0.40; number 79, C, carries 0.28; number 80, O, carries -0.30; number 81, C, carries 0.65; number 82, O, carries -0.50; number 83, O, carries -0.28; number 84, F, carries -0.29; number 85, H, carries 0.28; number 86, H, carries 0.28; number 87, H, carries 0.29